No. 1
Formula: C19H55N13O11
Source: the OMol25 dataset
Level of theory: wB97M-V/def2-TZVPD

Structure (XYZ):
```
98
Properties=species:S:1:pos:R:3:forces:R:3
C 3.495035 0.031509 -4.565313 -0.9767 -0.5251 0.3215
C 2.614425 0.884053 -3.657430 -0.1094 1.5523 0.4112
C 3.441960 1.629787 -2.584610 0.3823 -1.1799 0.1852
C 1.908230 1.922095 -4.533984 -0.1731 -0.1091 -1.4692
C 0.746598 2.651700 -3.916040 0.1392 0.3502 1.4958
C -0.227525 1.662912 -3.294802 -1.0748 0.3567 -0.8177
C 0.367525 0.563353 -2.409660 0.3305 1.7711 -0.2087
C 0.665473 1.231223 -1.048843 -0.9385 -0.5031 -0.0403
C -0.666825 -0.527122 -2.287044 0.0449 -1.0342 0.3525
N 1.553679 0.059563 -3.083978 0.0635 -1.5202 -0.7030
O 2.112995 -1.043591 -2.379311 -0.0478 0.4399 0.2096
H 4.113470 0.677835 -5.180871 0.3213 -0.1298 0.0739
H 4.026227 -0.723581 -3.988015 0.4341 0.2847 -0.0581
H 2.806230 -0.538403 -5.197235 0.1604 0.1165 -0.1921
H 3.593432 0.931251 -1.751698 -0.0912 0.3228 0.1997
H 4.465339 1.838613 -2.905904 -0.1819 0.3018 -0.3094
H 2.936486 2.522038 -2.236109 0.1054 0.1214 0.0828
H 2.587836 2.656442 -4.979473 0.3916 -0.1747 0.3614
H 1.549727 1.362335 -5.410534 -0.2117 0.0403 0.0922
H 1.084803 3.335149 -3.120872 0.2107 -0.1456 -0.0936
H 0.252516 3.334163 -4.607504 -0.0860 -0.2918 -0.2666
H -0.810710 1.242550 -4.126871 0.2393 -0.3902 0.1291
H -0.987265 2.186872 -2.701080 0.1757 0.0623 0.0545
H -0.310034 1.451811 -0.607276 0.1178 -0.0755 0.2339
H 1.140017 2.203076 -1.131056 0.4460 -0.1598 -0.0033
H 1.183031 0.533187 -0.386943 0.2121 0.3401 0.1986
H -0.254711 -1.401095 -1.774530 0.0170 0.1105 -0.1435
H -1.014991 -0.851416 -3.267589 0.0939 0.0306 -0.0597
H -1.547122 -0.251080 -1.705002 0.0234 0.4107 -0.0796
H 2.353754 -0.701591 -1.499845 0.0622 -0.1721 -0.0689
N -5.339740 1.435710 0.929791 0.4684 0.4848 -0.3124
C -4.721318 2.243576 -0.015435 -0.6597 -1.7753 -0.6121
N -3.817949 1.578889 -0.815826 -1.4453 0.5759 0.8767
O -4.934401 3.444576 -0.075947 -1.1971 -0.0981 -0.6243
H -6.109652 1.869735 1.404767 -0.0161 -0.0186 0.0938
H -5.335565 0.435131 0.817184 -0.0088 -0.0267 -0.1248
H -3.548263 2.060068 -1.651202 0.4514 -0.1688 -0.0257
H -3.591416 0.627285 -0.561455 -0.1541 -0.0601 -0.8887
N 2.492952 -2.536474 3.300251 -0.0368 -0.5570 0.0333
C 3.504949 -3.099267 4.016861 0.7783 0.0489 0.0979
N 3.740925 -2.545046 5.265908 -0.5293 0.0885 -0.9807
O 4.217053 -4.002822 3.599877 -0.4746 0.0370 0.0609
H 1.997730 -1.697214 3.554912 0.1641 0.0051 0.0072
H 2.287471 -2.980827 2.423338 0.0799 0.1344 -0.0782
H 3.102143 -1.852110 5.601589 0.0864 -0.0675 0.4768
H 4.433026 -2.995948 5.828585 0.0047 0.0844 0.2074
N 1.905421 0.700294 5.980674 -0.8710 -0.4262 -1.0146
C 0.943908 0.381910 5.055386 -0.4062 0.3338 -0.2562
N -0.355099 0.608316 5.406906 0.7289 -0.1828 0.2784
O 1.248969 -0.026640 3.916976 -0.2699 0.4378 0.8946
H 1.652643 0.795622 6.944740 0.3796 0.0728 0.1694
H 2.844163 0.565656 5.645253 0.1767 0.0313 0.4448
H -1.097629 0.453343 4.745920 0.0972 -0.0293 -0.1720
H -0.576434 1.061540 6.273702 -0.0775 0.0497 0.0041
N -0.420071 3.434486 1.528631 -0.5789 0.1193 -0.2495
C -1.498575 4.016886 0.886163 -1.0776 -0.8096 0.9089
N -2.659877 3.272158 0.911422 2.8350 1.0533 0.9170
O -1.461934 5.121457 0.379398 0.4856 0.3021 -0.3989
H -0.562368 2.604898 2.096305 0.3051 0.2481 -0.4086
H 0.380428 4.023142 1.613925 0.0729 0.1168 0.1033
H -2.688623 2.369453 1.346972 0.1172 0.0267 -0.0062
H -3.444453 3.630779 0.395899 0.2569 0.4891 0.1730
N -0.593188 -5.122383 -1.078060 0.1465 0.4878 -0.2318
C 0.479478 -4.269035 -0.963138 0.2977 0.0754 1.3962
N 1.686622 -4.825419 -1.267803 -0.8468 -0.1462 -0.2584
O 0.368912 -3.147892 -0.451193 -0.1347 -0.6276 -0.5938
H -0.530739 -6.041661 -1.467191 0.0832 -0.0844 -0.0335
H -1.473765 -4.822031 -0.702471 -0.0199 0.0931 0.0129
H 2.527142 -4.284525 -1.326210 -0.0432 0.2323 0.0283
H 1.672506 -5.773330 -1.589018 0.4252 -0.0472 -0.1564
N 2.413956 2.252913 2.381260 0.3094 0.6103 -0.6295
C 3.402692 2.069197 1.436040 0.1132 0.0696 0.5142
N 3.614258 3.145081 0.610700 -0.5278 0.3854 0.2674
O 4.050156 1.046979 1.377196 0.1388 -0.4220 -0.3009
H 1.967866 3.144422 2.440787 -0.1285 0.0441 0.2089
H 2.273872 1.590408 3.118088 0.1189 -0.3453 -0.1466
H 3.138645 4.012921 0.773906 -0.0478 0.0145 -0.0763
H 4.284524 3.137502 -0.131222 0.1681 -0.4169 0.0361
O -4.145167 -1.238512 -0.398939 0.2699 -0.3219 -0.3221
C -4.915552 -2.111303 -1.232282 -0.0325 0.6532 1.1129
C -4.124160 -3.258094 -1.823744 -0.3258 0.0960 0.0268
O -2.851169 -2.808010 -2.244294 -0.0680 0.2141 -0.2006
H -3.304530 -1.700625 -0.171865 -0.1857 0.0823 0.2341
H -5.693909 -2.500651 -0.566344 -0.1757 -0.3709 -0.4074
H -5.416458 -1.516970 -1.998149 0.2574 0.0877 -0.1092
H -4.763905 -3.592407 -2.649149 0.3349 -0.4368 -0.0254
H -3.990339 -4.048629 -1.077730 -0.1924 -0.0976 -0.0459
H -2.480306 -3.421627 -2.883777 0.0074 -0.0267 0.0022
O -0.907960 0.722006 2.289774 -0.2522 0.0910 0.6941
C -1.318458 -0.242583 1.346162 0.6133 -0.9592 -0.5165
C -1.651432 -1.639505 1.878255 -0.3124 0.2559 -0.7570
O -2.020109 -2.424037 0.736430 -0.3381 -0.2492 0.1334
H -0.116997 0.499793 2.837773 -0.2455 -0.5796 -0.9792
H -2.166240 0.135040 0.769197 -0.1179 0.2359 0.5452
H -0.592285 -0.463870 0.552940 0.4068 0.4574 0.3342
H -2.545086 -1.615246 2.504261 0.2109 -0.1234 0.2669
H -0.790621 -2.087597 2.380999 -0.1085 0.0513 0.1992
H -1.256290 -2.672493 0.176739 0.4361 0.2974 0.2953
```
Forces are in eV/Å.

## Properties
M: 641.73 g mol⁻¹
Maximum force: 3.16 eV Å⁻¹
LUMO energy: -0.01 eV
SMILES: CC1(C)CCCC(C)(C)N1O.NC(N)=O.NC(N)=O.NC(N)=O.NC(N)=O.NC(N)=O.NC(N)=O.OCCO.OCCO
E_HOMO: -0.2932 Ha
Orbital gap: 7.964 eV

No. 2
Formula: C19H55N5O7
Source: the OMol25 dataset
Level of theory: wB97M-V/def2-TZVPD

Structure (XYZ):
```
86
Properties=species:S:1:pos:R:3:forces:R:3
C 5.636129 -5.287782 3.728530 -0.7721 0.6468 -1.0808
O 4.291259 -5.020942 3.326227 -1.2101 -0.4783 0.7619
C 3.809974 -5.546265 2.068314 0.3913 1.2615 -0.5362
C 2.254676 -5.573271 1.967434 -0.1460 -1.4442 -0.1947
C 1.605735 -6.865761 2.609272 1.5778 0.5666 -0.1683
N 1.827446 -5.619022 0.525706 0.4588 0.3133 0.7213
H 5.705304 -6.338430 4.010418 0.6900 -0.0124 -0.3865
H 5.974403 -4.653333 4.547763 -0.9017 -0.0554 0.4760
H 6.242674 -4.860290 2.930128 0.7130 -1.0685 -0.4004
H 4.151076 -4.799902 1.350894 -0.1589 0.2673 -0.4951
H 4.297764 -6.438073 1.674798 -0.0955 -0.6317 0.7468
H 1.932570 -4.663034 2.473205 -0.2486 0.0069 0.1783
H 0.555784 -6.768762 2.885490 0.1659 0.0958 0.0732
H 2.244036 -7.190109 3.431140 -0.4131 0.3968 0.6684
H 1.746780 -7.721149 1.948582 -0.3385 0.2562 -0.5673
H 2.051327 -4.775463 0.017374 0.5015 0.2966 0.0792
H 0.817847 -5.613273 0.498068 -0.2750 -0.3876 0.1570
C -6.179228 -0.329333 9.090570 0.2997 0.1676 0.8897
O -6.084127 -1.618537 8.438345 1.1642 1.0947 0.2856
C -5.669454 -2.657734 9.379181 -1.5305 -0.4395 0.3472
C -5.050810 -3.917366 8.762195 1.1296 1.3325 -0.0860
C -4.914984 -5.174832 9.735586 0.1460 2.0499 -1.1545
N -3.707110 -3.534267 8.249801 -0.4069 -0.8711 1.2622
H -5.544901 -0.315582 9.976878 -0.2739 -0.2748 0.3497
H -7.169424 0.045197 9.350091 -0.6371 -1.1687 0.3478
H -5.861658 0.612981 8.644130 0.8193 -0.6764 -1.6883
H -5.033732 -2.291313 10.185214 0.2128 0.3171 -0.1821
H -6.628101 -2.943406 9.812174 0.0123 -0.3375 0.5530
H -5.685103 -4.144506 7.905346 -0.2728 -0.5746 0.0355
H -4.554929 -4.966202 10.743023 -0.7518 0.6592 0.2552
H -4.026464 -5.711176 9.402460 -0.6200 -0.7441 -0.7125
H -5.901818 -5.634153 9.678344 0.5071 -0.7378 0.3793
H -3.675672 -2.632540 7.795928 -0.2173 -0.3092 -0.4234
H -3.387824 -4.322936 7.705604 0.3699 0.4816 -0.5514
C -6.543640 -4.150048 4.538490 1.4530 -0.5565 -0.8427
O -7.059164 -5.436041 4.815077 0.3579 -0.5305 0.7583
C -6.415723 -6.518437 4.124841 -0.6546 -1.0207 0.2394
C -5.962442 -7.766013 4.968805 1.7284 -1.0800 0.1433
C -4.807566 -7.624129 5.999670 -0.4089 1.8907 -0.5449
N -5.464962 -8.805476 4.012715 -1.0104 -0.2671 -0.4301
H -7.083875 -3.318129 4.990329 -0.3602 -0.5090 0.0713
H -6.476980 -4.059968 3.454270 -0.4440 0.5388 -0.3362
H -5.490754 -4.116318 4.818489 0.0439 0.2227 0.4855
H -7.195219 -6.864026 3.445835 0.0189 -0.5113 -0.0639
H -5.582048 -6.302197 3.456757 0.2906 0.9120 0.3485
H -6.762586 -8.241590 5.535999 -0.5338 0.2977 -0.4012
H -4.636567 -8.452692 6.686941 -0.5571 -0.1646 -0.1259
H -5.017375 -6.707078 6.550216 0.3086 0.0510 0.5396
H -3.874931 -7.477022 5.455021 0.0812 0.1955 -0.0298
H -5.042456 -9.565828 4.525989 -0.3287 -0.1775 0.3340
H -4.699314 -8.528341 3.415160 -0.0427 0.8240 -0.0719
N -2.872312 -1.948327 -0.002540 8.0486 1.8315 0.8083
C -3.914188 -2.603800 -0.237780 -2.3975 -5.1551 -0.2144
N -4.871492 -1.747515 -0.233244 -6.0702 1.4622 -0.6807
O -4.013206 -3.839894 -0.332879 0.0386 1.1606 -0.0448
H -2.048091 -2.511938 -0.154533 0.5148 0.7274 0.1073
H -2.897518 -0.955221 -0.184761 0.8779 -0.4229 0.1458
H -5.776712 -2.180869 -0.346770 -0.2490 0.8497 -0.0981
H -4.696388 -0.754209 -0.285831 -0.7412 -0.4650 0.0359
C -1.508311 -4.101259 3.000194 -0.0665 -0.1143 -0.4818
C -2.832089 -3.653330 3.585218 -0.3550 -0.7223 2.0384
O -3.320164 -4.698764 4.484003 -0.7152 0.2497 -1.2141
H -1.594919 -4.945611 2.316332 -0.5191 0.0936 -0.2375
H -0.874290 -4.523241 3.779970 0.0917 0.4667 0.2702
H -0.997703 -3.302618 2.462088 0.1385 0.0934 0.1121
H -3.659031 -3.365463 2.936059 0.2077 -0.7760 -0.6140
H -2.784608 -2.762815 4.211992 0.8242 0.3364 0.0331
H -2.728459 -4.866019 5.221242 0.5454 0.1511 0.0910
C 1.659110 -1.334162 5.426458 0.4251 -1.0760 -0.5029
C 0.379210 -2.161181 5.413219 0.4467 1.1652 -0.9793
O -0.168915 -2.231908 6.697753 -0.6600 -0.6081 0.5541
H 1.452081 -0.337351 5.815808 0.1769 -0.0733 0.1948
H 2.039681 -1.230317 4.410353 -0.0922 0.1561 -0.1561
H 2.448920 -1.868017 5.954951 -0.0114 0.3546 0.4174
H 0.445498 -3.161092 4.984398 0.4137 -0.0467 0.4341
H -0.242221 -1.612156 4.705766 -0.7827 -0.0591 0.0477
H -0.379733 -1.344492 6.997162 -0.0011 0.0545 0.0527
C -1.010994 -7.377626 7.618836 0.6605 0.1808 -1.3387
C -0.826156 -5.919658 7.858104 -0.6910 1.5392 0.2127
O -1.417949 -5.135512 6.787488 -0.2948 -0.8250 -0.0836
H -2.049657 -7.597354 7.371851 -0.0503 -0.1251 0.4678
H -0.588223 -7.963095 8.435293 -0.2804 -0.0645 -0.0716
H -0.451479 -7.563339 6.702015 0.1014 -0.6015 -0.0462
H 0.202298 -5.560856 7.898551 0.2339 -0.5523 0.3676
H -1.341373 -5.671140 8.785953 0.0979 0.3511 0.2172
H -1.363377 -4.208221 7.029896 0.3029 0.3500 0.1428
```
Forces are in eV/Å.

## Properties
M: 465.68 g mol⁻¹
Maximum force: 8.29 eV Å⁻¹
LUMO energy: 0.36 eV
Energy above the lowest of the compared OMol25 structures with the same formula, charge and spin: 69.24 kcal/mol
SMILES: COC[C@H](C)N.COC[C@H](C)N.COC[C@H](C)N.NC(N)=O.CCO.CCO.CCO
E_HOMO: -0.3141 Ha
Orbital gap: 8.909 eV

- What is the formula in the second record?
  C19H55N5O7

- Which value of maximum force does entry 2 give?
  8.29 eV Å⁻¹

- Number 1 is which compound?
  C19H55N13O11

- Which value of M does entry 2 give?
  465.68 g mol⁻¹